{
  "formula": "C2H6N3O",
  "method": "wB97M-V/def2-TZVPD",
  "species": ["C", "C", "N", "N", "N", "O", "H", "H", "H", "H", "H", "H"],
  "positions_angstrom": [[2.2395, -0.0951, -0.0155], [0.4496, 0.2676, 0.6336], [2.1232, 0.3444, -1.3156], [-0.1213, 1.2962, 0.0125], [-0.2600, -0.7263, 1.0632], [3.1795, -0.6195, 0.4465], [3.0102, 0.2649, -1.9256], [-1.2167, 1.2271, -0.0658], [0.4921, 2.1040, -0.1956], [-1.2574, -0.4453, 1.1249], [-0.0708, -1.6390, 1.3495], [1.4218, 0.9058, -1.7584]],
  "forces_ev_per_a": [[-1.7, 1.5, -2.0], [3.5, -1.1, -2.5], [2.6, -0.5, -0.6], [-1.6, -0.6, 1.0], [-2.9, 2.7, -0.1], [-0.9, -0.1, 1.1], [-1.9, 0.0, 1.7], [2.9, 1.2, 0.0], [-1.3, -0.5, 0.1], [0.6, -1.0, 0.2], [1.2, -1.4, 0.5], [-0.5, -0.2, 0.5]],
  "spin_multiplicity": 1,
  "total_charge": 1,
  "total_energy_ev": -8681.2025,
  "homo_energy_ev": -15.28,
  "gap_ev": 10.85
}


{
  "formula": "C2H6N3O",
  "method": "wB97M-V/def2-TZVPD",
  "species": ["C", "C", "N", "N", "N", "O", "H", "H", "H", "H", "H", "H"],
  "positions_angstrom": [[-1.9550, 0.6123, -0.0711], [-0.0197, -0.1995, 0.3645], [-2.0375, -0.8100, -0.1289], [-0.9315, -1.2889, 0.0875], [1.2780, -0.5185, -0.1618], [-0.5925, 0.9386, 0.0635], [-2.3659, 1.1293, -1.0009], [-2.5596, 0.9502, 0.6730], [0.3347, -0.1950, 1.7572], [1.9577, 0.1754, 0.2398], [1.3759, -0.4976, -1.2823], [1.3325, -1.4228, 0.2600]],
  "forces_ev_per_a": [[-0.6, 1.0, -3.9], [0.4, -0.2, 5.9], [-0.2, -0.3, -0.5], [0.2, -0.8, 0.2], [1.4, 2.3, -3.2], [0.3, 1.2, -0.7], [0.5, -1.0, 0.9], [-1.4, 1.1, 2.8], [-1.3, -0.4, -3.7], [-0.4, -1.1, -0.5], [-0.3, -0.4, 2.9], [1.3, -1.4, -0.2]],
  "spin_multiplicity": 1,
  "total_charge": 1,
  "total_energy_ev": -8678.6177,
  "homo_energy_ev": -15.25,
  "gap_ev": 10.62
}


{
  "formula": "C2H6N3O",
  "method": "wB97M-V/def2-TZVPD",
  "species": ["C", "N", "N", "C", "N", "O", "H", "H", "H", "H", "H", "H"],
  "positions_angstrom": [[1.1307, -1.3955, 1.1823], [1.1513, -0.8137, -0.0320], [0.6837, 0.3381, -0.7003], [-0.4676, 0.8989, -0.4457], [-1.5905, 0.2906, 0.1287], [-0.6495, 2.1668, -0.8143], [0.3695, -1.0199, 1.9265], [1.8782, -2.2520, 1.3398], [1.8032, -1.1728, -0.8047], [-1.9861, -0.5554, -0.4535], [-2.2688, 0.9759, 0.0786], [-0.0543, 2.5391, -1.4055]],
  "forces_ev_per_a": [[-0.3, 1.3, -2.5], [1.0, -1.5, -0.3], [-0.1, 0.1, 1.5], [-0.1, -0.9, -0.3], [1.5, -2.3, -1.9], [-2.7, -2.1, 2.2], [1.2, -0.5, -0.8], [-1.4, 1.5, -0.2], [-0.8, 0.0, 2.1], [1.5, 1.9, 1.6], [-2.2, 1.6, 0.4], [2.5, 0.9, -1.6]],
  "spin_multiplicity": 1,
  "total_charge": 1,
  "total_energy_ev": -8679.9278,
  "homo_energy_ev": [-14.74, -14.74],
  "smiles": "C=[NH+]/N=C(\\N)O",
  "gap_ev": [9.48, 9.48]
}